(1)
19
Properties=species:S:1:pos:R:3:forces:R:3:lowdin_charge:R:1 method="wB97M-V/def2-TZVPD" molar_mass_g_mol=363.4 homo_energy_ev=-12.670 charge=+1 homo_lumo_gap_ev=5.72 e_above_lowest_kcal_mol=0.0 lumo_ev=-6.95 multiplicity=1 fmax_ev_per_a=2.02
C -0.43948 1.69522 -1.15926 -0.021 -0.362 -0.244 -0.084
C -0.11632 1.53198 0.30907 -1.494 1.350 0.124 -0.653
Br 1.76774 1.24639 0.70003 0.042 -0.482 0.285 1.146
C -0.68903 0.38007 1.10931 -0.144 -0.203 -0.107 -0.831
Br -1.37080 1.00762 2.80654 0.064 -0.130 0.044 0.803
N 0.47214 -0.47008 1.31010 0.717 0.413 0.166 -0.150
C 0.74004 -1.37961 0.24187 -0.445 -0.814 -0.396 -0.268
C -0.31335 -2.53645 0.23579 0.277 0.241 0.119 -0.202
N -0.34132 -3.42313 -0.64521 -0.113 -0.176 -0.076 0.132
H 0.38753 2.22396 -1.69857 -0.441 -0.120 -0.004 0.040
H -0.59750 0.74617 -1.67968 0.188 0.129 -0.002 0.095
H -1.35753 2.28579 -1.24760 0.162 -0.085 -0.029 0.111
H -0.39903 2.45783 0.81369 0.427 -0.034 -0.036 0.076
H -1.54359 -0.11242 0.63235 0.369 -0.099 -0.107 0.112
H 1.72646 -1.82947 0.38877 -0.117 0.126 0.044 0.131
H 0.69598 -0.92886 -0.76255 -0.003 -0.062 0.149 0.106
H -1.03284 -2.57571 1.05480 0.056 0.041 -0.022 0.119
H 0.37428 -3.34005 -1.36926 -0.003 0.074 0.041 0.073
Pd 2.03661 3.02074 -1.04020 0.478 0.194 0.050 0.246

---

(2)
21
Properties=species:S:1:pos:R:3:forces:R:3:lowdin_charge:R:1 method="wB97M-V/def2-TZVPD" molar_mass_g_mol=495.1 homo_energy_ev=-10.202 smiles=ClC(Cl)Cl.BrCCBr.BrCCBr homo_lumo_gap_ev=10.67 e_above_lowest_kcal_mol=5.2 lumo_ev=0.47 multiplicity=1 fmax_ev_per_a=1.94
Cl -0.16744 2.74159 -0.91129 -0.351 0.252 0.459 0.506
C -0.38353 3.00057 0.84927 0.676 -0.435 -0.530 -1.490
Cl 1.22525 3.15114 1.56897 -0.092 0.189 0.144 0.530
Cl -1.22481 1.62830 1.55658 -0.192 0.058 0.113 0.556
H -0.93715 3.90867 1.04133 -0.075 0.001 -0.139 0.016
Br -4.36787 -1.71570 1.06372 0.227 0.087 -0.469 0.594
C -2.95576 -1.28973 -0.25268 0.063 0.033 0.510 -0.679
C -2.20638 -2.54519 -0.61024 0.320 0.050 -0.258 -0.670
Br -0.45573 -2.08403 -1.36768 -0.134 0.103 -0.036 0.666
H -2.29586 -0.60454 0.27065 -0.098 0.052 -0.065 -0.015
H -3.41056 -0.79217 -1.10140 -0.091 -0.044 0.006 0.064
H -2.65267 -3.11813 -1.41379 -0.323 -0.164 0.280 0.051
H -1.99536 -3.13700 0.27209 -0.050 -0.155 -0.084 0.044
Br 2.82341 -0.22808 2.16336 -0.603 -0.228 -0.377 0.632
C 2.10670 -0.17997 0.34875 0.819 0.797 -1.562 -0.721
C 3.27526 0.28922 -0.51141 0.297 0.294 -0.015 -0.710
Br 2.77716 0.75832 -2.35796 -0.156 -0.452 0.221 0.573
H 1.33632 0.57145 0.18179 -0.272 -0.208 0.834 -0.019
H 1.77512 -1.12896 -0.06463 -0.087 -0.195 0.825 -0.009
H 4.05735 -0.46389 -0.55321 0.039 0.106 -0.162 0.052
H 3.67658 1.23811 -0.17223 0.083 -0.142 0.304 0.029